No. 1
Molecular formula: C3H5NO3P
Method: DFT, ωB97M-V/def2-TZVPD

Geometry as ORCA input:
```
! RIJCOSX wB97M-V def2-TZVPD def2/J DEFGRID3
* xyz -1 1
C -1.8127 0.9527 0.3998
C 0.0517 -1.6832 -0.7317
C -0.7782 1.8233 0.6250
N -2.7377 0.2897 0.2844
O 2.0274 0.2577 -1.0055
O 2.2081 0.2721 1.5710
O 0.7884 -1.4456 0.3891
P 1.4799 0.0300 0.3220
H -0.8835 -1.0150 -1.0114
H -0.1276 -2.7885 -0.7545
H 0.7014 -1.5932 -1.6269
H -0.4059 2.1652 1.5656
H -0.5113 2.7347 -0.0269
*
```

Values from the calculation:
Relative energy (zero: lowest compared OMol25 entry of this formula, charge and spin) in kJ/mol: 103.8
Kohn-Sham gap (spin up / spin down) in eV: 7.68 / 7.68

=====

No. 2
Molecular formula: C3H5NO3P
Method: DFT, ωB97M-V/def2-TZVPD

Geometry as ORCA input:
```
! RIJCOSX wB97M-V def2-TZVPD def2/J DEFGRID3
* xyz 1 1
C 2.3000 2.1057 -0.4143
C 1.1314 0.0272 -1.1105
C 0.9755 -0.3983 0.1107
N -0.0188 0.1857 0.9941
O 1.4517 2.3656 0.2554
O 1.8355 -1.0600 0.8568
O 3.1208 1.8968 -1.1689
P 2.9743 -2.2701 0.4653
H 1.8575 -0.3199 -1.8442
H 0.4288 0.7456 -1.4973
H -0.1396 -0.2391 1.8841
H -0.9896 0.2686 0.4731
H 0.2834 1.1851 1.3068
*
```

Values from the calculation:
Relative energy (zero: lowest compared OMol25 entry of this formula, charge and spin) in kJ/mol: 239.8
Kohn-Sham gap (spin up / spin down) in eV: 7.23 / 7.24

=====

No. 3
Molecular formula: C3H5NO3S
Method: DFT, ωB97M-V/def2-TZVPD

Geometry as ORCA input:
```
! RIJCOSX wB97M-V def2-TZVPD def2/J DEFGRID3
* xyz 0 1
C -1.3671 -0.3454 -0.0855
C -0.2812 -1.6530 -0.0973
C -1.0078 1.0430 -0.2772
N 1.0223 -1.2711 -0.1769
O -0.7100 -2.7814 -0.1015
O -3.8187 -0.0246 0.2894
O 2.0039 -2.2991 -0.2750
S -2.8324 -1.0573 0.3050
H 0.1060 1.2270 -0.3064
H -1.1779 1.7329 0.7035
H -1.5452 1.7199 -0.9774
H 1.2798 -0.2532 -0.0911
H 1.4355 -3.1037 -0.2152
*
```

Values from the calculation:
Relative energy (zero: lowest compared OMol25 entry of this formula, charge and spin) in kJ/mol: 394.5
Kohn-Sham gap in eV: 8.73

=====

No. 4
Molecular formula: C3H5NO3S
Method: DFT, ωB97M-V/def2-TZVPD

Geometry as ORCA input:
```
! RIJCOSX wB97M-V def2-TZVPD def2/J DEFGRID3
* xyz 0 3
C -1.6403 -1.3873 1.4038
C 0.0594 -1.2496 -0.5572
C -0.1102 0.0484 0.2210
N -0.9575 -0.2473 1.4119
O -2.4215 -1.8115 2.1943
O 1.2471 0.4333 0.6160
O -0.7321 0.9901 -0.4840
S -1.0719 -2.4937 0.1375
H -0.1822 -1.0899 -1.5977
H 1.0235 -1.8166 -0.6267
H -1.4311 0.5049 1.9811
H 1.5509 -0.3581 1.0039
H -0.1643 1.7762 -0.6873
*
```

Values from the calculation:
Relative energy (zero: lowest compared OMol25 entry of this formula, charge and spin) in kJ/mol: 0.0
Kohn-Sham gap (spin up / spin down) in eV: 4.82 / 7.26

=====

No. 5
Molecular formula: C3H5NO4
Method: DFT, ωB97M-V/def2-TZVPD

Geometry as ORCA input:
```
! RIJCOSX wB97M-V def2-TZVPD def2/J DEFGRID3
* xyz 0 1
C -1.8070 0.6866 -0.1640
O -0.9049 -0.3519 -0.5574
C 0.2385 -0.3648 0.1767
C 1.2153 -1.6509 -0.0280
O 0.8490 -2.6558 -0.5496
N 1.2579 0.7851 0.0252
O 1.8133 1.0473 1.0503
O 1.4823 1.2322 -1.0632
H -2.6002 0.6566 -0.8483
H -1.5001 1.6234 -0.3382
H -2.2901 0.5488 0.8158
H -0.0204 -0.2393 1.3228
H 2.2664 -1.3174 0.1579
*
```

Values from the calculation:
Relative energy (zero: lowest compared OMol25 entry of this formula, charge and spin) in kJ/mol: 535.6
Kohn-Sham gap in eV: 10.61
SMILES: CO[C@@H](C=O)[N+](=O)[O-]

=====

No. 6
Molecular formula: C3H5NO4
Method: DFT, ωB97M-V/def2-TZVPD

Geometry as ORCA input:
```
! RIJCOSX wB97M-V def2-TZVPD def2/J DEFGRID3
* xyz 0 1
O -2.4641 -0.1847 0.6383
C -1.4250 -0.4747 0.1026
O -1.1877 -1.6146 -0.5124
C -0.3105 0.5414 0.0408
O -0.7276 1.8488 0.2056
N 0.7597 0.3886 -0.9146
C 1.1049 0.1561 0.4526
O 1.4346 -1.0866 0.9601
H -2.0561 -2.0317 -0.6655
H -1.7515 1.7139 0.3325
H 1.0667 1.1798 -1.4143
H 1.8043 0.9031 0.9627
H 1.5417 -1.7758 0.1521
*
```

Values from the calculation:
Relative energy (zero: lowest compared OMol25 entry of this formula, charge and spin) in kJ/mol: 213.5
Kohn-Sham gap in eV: 9.86
SMILES: O=C(O)[C@]1(O)N[C@@H]1O

=====

No. 7
Molecular formula: C3H5NO4
Method: DFT, ωB97M-V/def2-TZVPD

Geometry as ORCA input:
```
! RIJCOSX wB97M-V def2-TZVPD def2/J DEFGRID3
* xyz 0 1
O -1.4735 -0.2889 -0.3203
C -1.4692 -1.4536 -0.4637
C -1.3624 -2.7380 -0.6119
O -1.9379 -3.5426 -1.5741
H -0.7877 -3.2983 0.1091
H -2.4547 -3.0164 -2.1906
N 1.0124 1.6763 -0.1491
C 1.6898 0.6991 -0.2563
O 2.4401 -0.1728 -0.1799
H 0.2302 2.0376 -0.6540
O 1.5072 3.7217 2.0526
H 1.2039 3.3213 2.8723
H 1.4016 3.0547 1.3659
*
```

Values from the calculation:
Relative energy (zero: lowest compared OMol25 entry of this formula, charge and spin) in kJ/mol: 261.6
Kohn-Sham gap in eV: 8.75
SMILES: O=C=CO.N=C=O.O

=====

No. 8
Molecular formula: C3H5NO4
Method: DFT, ωB97M-V/def2-TZVPD

Geometry as ORCA input:
```
! RIJCOSX wB97M-V def2-TZVPD def2/J DEFGRID3
* xyz 0 1
C 1.2351 -0.4030 -0.0318
C -1.0956 -0.8581 0.4404
C -2.1329 0.1424 -0.2183
H 0.6113 1.8422 -1.0080
H 3.3319 0.3404 -0.3769
H -1.3912 -0.9553 1.4669
H -0.8354 -2.0750 0.2403
H -3.1999 -0.1615 -0.4449
N 2.2796 0.6037 0.2539
O 1.2485 1.8964 0.2504
O 1.6348 -1.2362 -0.8076
O 0.0735 -0.3559 0.7089
O -1.7597 1.2199 -0.4733
*
```

Values from the calculation:
Relative energy (zero: lowest compared OMol25 entry of this formula, charge and spin) in kJ/mol: 861.6
Kohn-Sham gap in eV: 9.71